Record 1
Entry from the Open Molecules 2025 dataset: C45H35Br2N11O2SSiY as an isolated structure (ωB97M-V/def2-TZVPD).

```
98
C45H35Br2N11O2SSiY, DFT ωB97M-V/def2-TZVPD
Y -0.2504 1.0134 1.8418
Br -4.6597 3.6645 2.8453
C -4.5882 1.8432 2.3493
C -5.7753 1.1043 2.3128
C -5.7767 -0.1969 1.9014
Br -7.4359 -1.1222 1.7834
C -4.5728 -0.8398 1.5339
C -4.4675 -2.1667 1.0710
C -3.2420 -2.6809 0.7508
C -2.1028 -1.8784 0.9275
N -2.1649 -0.6389 1.3463
C -3.3773 -0.0906 1.6172
C -3.3589 1.3155 1.9681
O -2.2628 1.9741 1.9041
H -6.7019 1.5860 2.5939
H -5.3649 -2.7621 0.9689
H -3.1355 -3.6935 0.3866
H -1.1139 -2.2762 0.7246
N 1.2026 2.7751 2.3373
C 2.2783 3.1948 2.1577
N 3.4436 3.7130 2.0125
C 4.2798 3.1886 1.1422
N 5.0680 2.7775 0.3951
C -0.5152 -4.1241 6.0166
C -0.2335 -3.0626 4.9930
C 0.4294 -3.3775 3.7986
C 0.6042 -2.3408 2.9122
N 0.1749 -1.1095 3.1640
C -0.4441 -0.8687 4.3530
S -0.9520 0.7416 4.6185
N -0.6521 -1.8420 5.2694
H 0.3403 -4.7892 6.1406
H -1.3649 -4.7302 5.6948
H -0.7650 -3.6586 6.9665
H 0.7831 -4.3765 3.5878
H 1.1119 -2.4827 1.9609
O -0.3448 1.1973 -0.2903
Si -1.0521 1.7552 -1.6158
C -0.5123 3.5178 -1.9702
C -1.1742 4.3567 -2.8691
C -0.7096 5.6381 -3.1304
C 0.4301 6.1064 -2.4902
C 1.0992 5.2920 -1.5881
C 0.6283 4.0114 -1.3335
C -2.9290 1.6789 -1.5291
C -3.6015 0.5023 -1.8714
C -4.9740 0.3801 -1.7050
C -5.7064 1.4442 -1.1981
C -5.0604 2.6256 -0.8616
C -3.6866 2.7374 -1.0244
C -0.5115 0.6539 -3.0549
C -0.3018 -0.7090 -2.8241
C 0.1047 -1.5633 -3.8386
C 0.3169 -1.0650 -5.1171
C 0.1199 0.2847 -5.3688
C -0.2896 1.1311 -4.3463
H -2.0753 4.0073 -3.3639
H -1.2398 6.2753 -3.8282
H 0.7916 7.1080 -2.6891
H 1.9841 5.6538 -1.0790
H 1.1473 3.3835 -0.6175
H -3.0438 -0.3373 -2.2740
H -5.4724 -0.5481 -1.9601
H -6.7756 1.3458 -1.0525
H -5.6230 3.4529 -0.4459
H -3.1928 3.6558 -0.7258
H -0.4405 -1.0992 -1.8201
H 0.2671 -2.6151 -3.6330
H 0.6436 -1.7253 -5.9112
H 0.2959 0.6803 -6.3619
H -0.4222 2.1873 -4.5548
C 2.6089 0.3503 -1.1198
C 2.9693 0.1115 0.2985
N 2.1574 0.0961 1.3386
C 2.9557 -0.1029 2.4497
C 4.2501 -0.2265 2.0714
N 4.2490 -0.1015 0.7003
C 5.3946 -0.1942 -0.1572
N 5.2706 -1.3554 -1.0248
N 5.8011 -1.3114 -2.2602
N 5.5577 -2.4059 -2.8763
C 4.8251 -3.2159 -2.0388
C 4.2887 -4.4902 -2.2534
C 3.5636 -5.0473 -1.2290
C 3.3687 -4.3591 -0.0109
C 3.8893 -3.1074 0.2183
C 4.6318 -2.5451 -0.8307
H 1.5625 0.6364 -1.1605
H 2.7584 -0.5424 -1.7314
H 3.2228 1.1554 -1.5307
H 2.5429 -0.1240 3.4437
H 5.1577 -0.3665 2.6313
H 6.2794 -0.2754 0.4728
H 5.4911 0.6922 -0.7806
H 4.4400 -4.9992 -3.1954
H 3.1254 -6.0290 -1.3524
H 2.7860 -4.8343 0.7685
H 3.7249 -2.5923 1.1553
```

## Properties
**Kohn-Sham gap**: 7.25 eV
**Largest force on an atom**: 0.41 eV Å⁻¹
**LUMO energy**: 0.0735 hartree
**Net charge**: -1
**Energy relative to the best compared isomer or geometry (same formula, charge and spin)**: 1.2 kJ/mol
**E_HOMO**: -0.193 Ha

Record 2
Entry from the Open Molecules 2025 dataset: C25H37ClN2O2RuSi as an isolated structure (ωB97M-V/def2-TZVPD).

```
69
C25H37ClN2O2RuSi, DFT ωB97M-V/def2-TZVPD
Ru 0.7054 -0.0089 -0.1664
Cl 1.9688 -0.0482 -2.0342
N 0.3073 2.0084 -0.4322
N 0.2466 -2.0185 -0.4092
C -0.2950 2.7453 -1.3516
C -0.3530 -2.7487 -1.3440
C 1.1978 2.8691 0.3607
C 1.4320 3.9995 -0.6152
C 2.4431 2.1048 0.7435
C 0.4716 3.3081 1.6238
H 2.9501 1.7300 -0.1553
H 2.1513 1.2516 1.3839
H 3.1003 2.7640 1.3197
H -0.4066 3.8988 1.3531
H 1.1467 3.9256 2.2212
H 0.1835 2.4170 2.1915
C 1.0982 -2.8953 0.4080
C 1.3235 -4.0416 -0.5508
C 0.3341 -3.3035 1.6577
C 2.3573 -2.1652 0.8080
H 2.8864 -1.8069 -0.0841
H 2.9879 -2.8418 1.3928
H 2.0792 -1.3057 1.4433
H -0.5551 -3.8730 1.3758
H 0.0590 -2.3999 2.2109
H 0.9777 -3.9332 2.2771
O 0.1945 -3.9499 -1.5055
H 1.2813 -5.0336 -0.0829
H 2.2621 -3.9341 -1.1192
O 0.2763 3.9325 -1.5358
H 2.3513 3.8563 -1.2072
H 1.4340 4.9962 -0.1543
C -1.5552 2.4882 -2.0898
C -1.5855 -2.4712 -2.1163
C -1.5724 -1.2157 -2.9389
H -2.4163 -2.4066 -1.3822
H -1.7609 -3.3295 -2.7641
C -1.6684 0.0074 -2.2721
C -1.5615 1.2410 -2.9253
H -1.9164 -0.0029 -1.2279
C -1.6350 1.2449 -4.3260
C -1.6537 0.0259 -4.9919
C -1.7354 2.5268 -5.0758
C -1.6458 -1.2015 -4.3398
H -1.6701 0.0308 -6.0907
C -1.7563 -2.4730 -5.1062
H -1.8064 -2.2548 -6.1741
H -2.6655 -3.0297 -4.8428
H -0.9011 -3.1378 -4.9454
H -2.6427 3.0836 -4.8081
H -1.7822 2.3256 -6.1476
H -0.8782 3.1851 -4.9017
H -1.7480 3.3569 -2.7167
H -2.3611 2.4101 -1.3300
C -1.5290 0.8910 5.2346
Si 0.0190 0.0064 4.6639
C 1.5494 0.8881 5.3189
C 0.0082 -1.7633 5.2922
C 0.0602 0.0247 2.8407
C 0.1505 0.0110 1.5901
H -1.6261 0.9355 6.3258
H -2.4091 0.3790 4.8296
H -1.5383 1.9142 4.8428
H 1.5948 0.9175 6.4138
H 2.4536 0.3901 4.9542
H 1.5761 1.9197 4.9508
H -0.8805 -2.2871 4.9235
H 0.8843 -2.3067 4.9217
H 0.0073 -1.8228 6.3880
```

## Properties
**Kohn-Sham gap (alpha / beta)**: 2.66 / 6.54 eV
**Largest force on an atom**: 6.38 eV Å⁻¹
**LUMO energy (alpha / beta)**: 0.1007 / 0.0891 hartree
**Net charge**: -1
**Spin multiplicity**: 6
**Energy relative to the best compared isomer or geometry (same formula, charge and spin)**: 0.0 kJ/mol
**E_HOMO (alpha / beta)**: 0.003 / -0.151 Ha

Record 3
Entry from the Open Molecules 2025 dataset: an isolated ion of composition C5H10N and charge +1 (ωB97M-V/def2-TZVPD).

```
16
C5H10N, DFT ωB97M-V/def2-TZVPD
C -0.6083 0.5492 -1.5778
C 1.0781 -1.0182 0.9578
C -0.0199 -0.6568 0.3004
C -1.3473 -1.2098 0.5772
C 1.0301 1.5133 -0.1278
N 0.1091 0.5654 -0.5347
H -1.2633 -0.3312 -1.6985
H -0.5645 1.4100 -2.3105
H 1.9436 -0.3963 0.8818
H 0.9110 -1.9682 1.4310
H -2.1437 -0.6799 0.0693
H -1.5497 -1.1865 1.6032
H -1.5293 -2.2710 0.4788
H 1.1077 1.5394 1.0048
H 2.0312 1.5529 -0.5609
H 0.8152 2.5876 -0.4941
```

## Properties
**Kohn-Sham gap**: 9.30 eV
**Largest force on an atom**: 5.72 eV Å⁻¹
**LUMO energy**: -0.1878 hartree
**Net charge**: +1
**Structure (SMILES)**: C=C(C)[N+](=C)C
**Energy relative to the best compared isomer or geometry (same formula, charge and spin)**: 197.6 kJ/mol
**E_HOMO**: -0.530 Ha

- The highest energy relative to the best compared isomer or geometry (same formula, charge and spin) belongs to which entry?
  C5H10N

- The lowest energy relative to the best compared isomer or geometry (same formula, charge and spin) belongs to which entry?
  C25H37ClN2O2RuSi